Entry from the OMol25 dataset: C30H45AuBN8S3 as an isolated structure at a distorted geometry (wB97M-V/def2-TZVPD).

Values from the calculation:
Kohn-Sham gap   5.23 eV
Strongest force on any atom   2.49 eV Å⁻¹
ΔE to the lowest compared entry with this formula, charge and spin   18.5 kcal/mol
Total charge   +3

Structure (XYZ):
```
88
Properties=species:S:1:pos:R:3:mulliken_charge:R:1
Au 1.713 2.367 2.415 -0.5540
C -1.271 5.136 -0.924 -2.1784
C -1.137 3.664 -0.895 0.5227
C -1.845 2.818 -1.703 -1.0601
C -1.685 1.415 -1.578 -0.0445
N -0.786 0.928 -0.761 0.2724
N -0.048 1.723 0.013 0.2365
B 1.118 1.048 0.746 1.4813
N 0.876 -0.275 1.431 0.3479
N -0.183 -1.006 1.112 -0.2054
C -0.285 -2.247 1.495 -0.3485
C 0.795 -2.885 2.162 -0.6798
C 1.856 -2.140 2.599 0.5030
C 2.969 -2.679 3.412 -2.0386
C 1.827 -0.745 2.290 0.7599
S 2.932 0.303 3.028 -0.2596
C -1.554 -2.998 1.188 2.2651
C -1.353 -3.758 -0.132 -1.3153
C -2.710 -2.000 1.098 -1.1779
C -1.872 -4.010 2.299 -1.9921
N 2.368 0.986 -0.141 0.6029
N 2.123 -0.008 -0.986 -0.2951
C 2.954 -0.310 -1.948 0.1131
C 4.124 0.471 -2.127 -0.6170
C 4.410 1.498 -1.263 0.6203
C 5.618 2.342 -1.382 -2.1493
C 3.488 1.740 -0.191 0.5832
S 3.840 2.923 0.972 0.0084
C 2.594 -1.465 -2.843 2.1092
C 2.287 -0.890 -4.236 -1.7379
C 1.357 -2.181 -2.294 -1.3416
C 3.755 -2.464 -2.930 -1.7918
C -0.228 3.068 0.034 0.7248
S 0.572 4.091 1.130 -0.3207
C -2.605 0.497 -2.344 2.2166
C -3.957 0.516 -1.607 -1.6535
C -2.821 0.968 -3.789 -2.0014
C -2.057 -0.931 -2.365 -0.6372
H -2.125 5.453 -1.513 0.4074
H -0.374 5.587 -1.350 0.3946
H -1.365 5.525 0.088 0.4963
H -2.547 3.210 -2.418 0.5085
H 0.754 -3.943 2.363 0.4838
H 2.898 -3.755 3.545 0.4168
H 2.967 -2.209 4.396 0.4638
H 3.929 -2.436 2.956 0.4350
H -0.976 -3.104 -0.913 -0.0653
H -2.301 -4.183 -0.449 0.4707
H -0.649 -4.577 -0.012 0.4224
H -2.407 -1.143 0.502 -0.2367
H -2.981 -1.645 2.089 0.4468
H -3.581 -2.473 0.657 0.4465
H -1.216 -4.874 2.255 0.4287
H -2.889 -4.375 2.182 0.4331
H -1.792 -3.548 3.280 0.4321
H 4.804 0.253 -2.937 0.4927
H 6.191 2.084 -2.268 0.4007
H 6.256 2.225 -0.503 0.4989
H 5.349 3.399 -1.427 0.4788
H 1.501 -0.139 -4.180 0.3330
H 1.956 -1.692 -4.889 0.4698
H 3.166 -0.437 -4.686 0.4452
H 0.582 -1.455 -2.076 -0.4467
H 1.593 -2.715 -1.378 0.3113
H 0.988 -2.896 -3.023 0.6539
H 4.636 -2.030 -3.393 0.4071
H 3.448 -3.310 -3.539 0.4496
H 4.023 -2.838 -1.944 0.4122
H -4.350 1.526 -1.516 0.4076
H -3.867 0.093 -0.609 0.2387
H -4.676 -0.074 -2.172 0.4904
H -3.522 1.796 -3.843 0.5114
H -3.247 0.153 -4.369 0.4561
H -1.887 1.256 -4.262 0.3763
H -1.544 -1.120 -1.427 -0.7715
H -1.361 -1.070 -3.186 0.4456
H -2.865 -1.646 -2.490 0.5723
C -3.528 1.477 4.166 -0.7279
N -2.419 2.347 4.509 -0.0405
C -2.638 3.318 5.559 -0.9200
C -1.265 2.130 4.002 0.3039
N -0.257 1.870 3.485 -0.4641
H -3.731 0.772 4.979 0.3394
H -3.308 0.922 3.255 0.1374
H -4.423 2.086 4.016 0.3443
H -3.410 4.022 5.239 0.3354
H -1.727 3.862 5.800 0.3623
H -2.992 2.813 6.462 0.3441
```

=====

Entry from the OMol25 dataset: C3H6ClFNO2 as an isolated structure at a distorted geometry (wB97M-V/def2-TZVPD).

Values from the calculation:
Kohn-Sham gap   8.89 eV
Strongest force on any atom   2.14 eV Å⁻¹
ΔE to the lowest compared entry with this formula, charge and spin   33.4 kcal/mol
Total charge   -1

Structure (XYZ):
```
14
Properties=species:S:1:pos:R:3:mulliken_charge:R:1
C 0.849 0.082 -0.918 -0.7005
H 0.146 1.339 0.673 0.2649
Cl 2.900 0.873 -0.170 -0.5554
C -0.093 0.347 0.251 0.3962
H 0.784 0.922 -1.620 0.4368
H 1.230 -0.966 -0.799 0.3641
C -0.045 -0.703 1.340 -1.4094
H -0.151 -1.703 0.892 0.3496
H 0.949 -0.633 1.803 0.3563
H -0.814 -0.526 2.100 0.3738
N -1.504 0.557 -0.272 1.0553
O -2.381 -0.204 0.075 -0.6200
O -1.678 1.497 -1.025 -0.5918
F -0.191 -0.880 -2.331 -0.7201
```

=====

Entry from the OMol25 dataset: a 2-piece molecular cluster, C3H8NO3 overall at a distorted geometry (wB97M-V/def2-TZVPD).

Values from the calculation:
Kohn-Sham gap   9.18 eV
Strongest force on any atom   3.88 eV Å⁻¹
ΔE to the lowest compared entry with this formula, charge and spin   121.9 kcal/mol
Total charge   +1

Structure (XYZ):
```
15
Properties=species:S:1:pos:R:3:mulliken_charge:R:1
C 0.107 -2.153 0.088 -0.2232
C -0.453 -0.855 0.596 -0.3422
C 0.016 1.422 -0.249 0.7587
N -0.856 1.499 -1.244 -0.3619
O 0.106 -1.876 1.535 -0.3027
O 1.279 1.131 -0.370 -0.4247
O -0.278 2.083 0.801 -0.3917
H -0.418 -3.024 -0.221 0.2672
H 0.981 -1.985 -0.463 0.2258
H -1.556 -1.019 0.541 0.1865
H -1.724 1.942 -1.009 0.2583
H 1.097 -1.757 1.869 0.4316
H -0.640 0.944 -2.041 0.2348
H 1.897 1.231 -1.089 0.3546
H 0.443 2.418 1.256 0.3288
```

=====

Entry from the OMol25 dataset: C26H56NO16S as an isolated structure at a distorted geometry (wB97M-V/def2-TZVPD).

Values from the calculation:
Kohn-Sham gap   5.31 eV
Strongest force on any atom   16.16 eV Å⁻¹
ΔE to the lowest compared entry with this formula, charge and spin   206.5 kcal/mol
Total charge   -1

Structure (XYZ):
```
100
Properties=species:S:1:pos:R:3:mulliken_charge:R:1
N 1.752 -0.024 -0.705 0.8600
H 1.723 0.885 -0.240 -0.3462
H 1.992 -0.612 0.076 0.4672
H 2.670 0.058 -1.245 0.1864
H 0.907 -0.344 -1.157 -0.2964
S 1.542 2.145 -2.814 0.9843
O 0.605 1.091 -2.982 -0.3951
O 1.422 2.719 -1.466 -0.5786
O 2.881 1.723 -2.996 -0.7701
O 1.147 3.184 -3.736 -0.8354
O -0.363 -2.545 -0.853 -0.4748
C 0.228 -3.516 -1.445 0.9760
O 0.476 -3.509 -2.876 -0.4211
C -0.121 -2.425 -3.548 1.1951
C -0.113 -2.752 -5.068 -1.6423
C 0.522 -4.797 -0.824 -1.4227
H 0.494 -1.404 -3.361 -0.2076
H -1.168 -2.291 -3.367 0.0465
H -0.996 -3.559 -5.343 0.2665
H 0.878 -3.202 -5.376 0.3297
H -0.357 -1.996 -5.747 0.4163
H 0.683 -4.547 0.229 0.3045
H 1.447 -5.073 -1.207 0.4029
H -0.387 -5.477 -0.812 0.2829
O -2.039 -1.204 -3.559 -0.4780
C -2.100 -0.074 -3.694 0.5152
O -3.148 0.853 -3.589 -0.2817
C -4.465 0.200 -3.382 -0.1075
C -5.585 1.285 -3.177 -1.8072
C -0.743 0.742 -3.979 -1.0664
H -4.273 -0.352 -2.546 0.1142
H -4.746 -0.314 -4.145 0.7011
H -5.968 1.398 -4.069 0.5950
H -4.953 2.324 -2.918 0.2016
H -6.257 0.893 -2.620 0.5356
H -0.681 1.631 -3.317 0.6662
H -0.689 0.999 -4.980 0.3915
H 0.141 0.387 -3.730 -0.1576
O -0.810 4.226 5.050 -0.6702
C 0.246 3.455 4.825 0.5752
O 0.903 3.376 3.660 0.0271
C 0.479 4.131 2.524 0.0287
C 1.564 3.936 1.462 -0.6697
C 0.652 2.467 5.914 -0.5543
H 0.380 5.247 2.937 0.3016
H -0.407 3.791 2.022 0.1178
H 2.681 4.260 1.732 0.0948
H 1.404 4.450 0.567 0.5908
H 1.607 3.015 1.331 -0.3149
H -0.225 2.152 6.294 0.4078
H 1.358 3.114 6.708 0.3042
H 1.187 1.713 5.479 -0.2557
O -0.654 0.216 1.003 -0.5106
C -1.626 1.039 0.664 0.8843
O -2.277 1.662 1.730 -0.3282
C -2.077 1.249 3.082 -0.1373
C -3.423 1.408 4.001 -1.7644
C -1.943 1.659 -0.602 -2.2630
H -1.277 1.610 3.658 -0.0137
H -1.836 0.301 3.101 0.8413
H -4.115 0.917 3.686 0.6693
H -3.593 2.521 3.839 0.3045
H -2.802 1.287 4.915 0.3273
H -1.523 1.128 -1.487 -0.3463
H -1.122 2.395 -0.720 0.2997
H -2.789 1.963 -0.552 1.7069
O 2.984 0.641 2.169 -0.5764
C 3.157 0.717 3.335 0.8298
O 2.527 0.034 4.210 -0.3837
C 1.481 -0.928 3.878 0.0460
C 0.692 -1.355 5.163 -1.1064
C 4.064 1.794 3.919 -0.9541
H 1.811 -1.849 3.486 0.5892
H 0.801 -0.239 3.321 -0.0584
H 1.270 -2.071 5.765 0.4040
H -0.435 -1.857 4.928 0.2549
H 0.548 -0.428 5.872 0.1417
H 5.078 1.766 3.553 0.4475
H 3.941 1.794 5.038 0.2584
H 3.876 2.927 3.461 0.0689
C 4.777 -1.543 -3.404 -0.6453
C 4.348 -2.752 -2.566 0.7884
O 3.659 -2.628 -1.493 -0.5306
C 5.009 -4.092 -2.980 -1.1878
H 5.930 -1.214 -3.616 0.3168
H 4.230 -0.663 -2.748 0.0401
H 4.154 -1.604 -4.401 0.2356
H 4.343 -4.829 -2.532 0.2491
H 6.044 -4.172 -2.579 0.3267
H 4.933 -4.105 -4.010 0.4065
C -2.337 -2.323 -0.373 -0.6496
C -3.523 -1.854 0.465 0.2999
O -4.437 -2.782 0.947 -0.7189
C -3.759 -0.367 0.742 0.9497
H -1.587 -1.690 -0.559 0.2344
H -2.709 -2.389 -1.513 0.0087
H -1.965 -3.095 -0.015 0.8491
H -4.798 -0.194 1.149 0.4073
H -3.514 0.144 -0.184 -0.4844
H -2.916 0.022 1.315 -0.6601
```